Here is 2 unconnected molecules or ions with the total composition C6H12O2 at a distorted geometry from the OMol25 dataset. Energies are from wB97M-V/def2-TZVPD.

## Properties
E_HOMO, eV: -7.550
SMILES: COC(C)=O.C=CC
ΔE to the lowest compared entry with this formula, charge and spin, kJ/mol: 478.9

Each line ends with the Mulliken charge.
CARTESIAN COORDINATES (ANGSTROEM)
C  -1.104  1.116  -1.381  -0.751
O  -0.456  0.864  -0.115  -0.163
C  -1.230  -0.066  0.779  0.699
C  -0.889  0.251  2.202  -1.055
O  -2.181  -0.647  0.361  -0.472
H  -1.163  0.191  -1.954  0.321
H  -0.525  1.876  -1.894  0.252
H  -2.118  1.468  -1.202  0.315
H  0.188  0.295  2.342  0.279
H  -1.280  1.245  2.427  0.312
H  -1.324  -0.498  2.858  0.344
C  2.048  0.483  -1.093  -0.974
C  1.271  -0.024  -0.115  0.151
C  0.590  -1.687  -0.223  -1.004
H  1.719  0.544  -2.120  0.264
H  3.065  0.747  -0.844  0.253
H  1.693  -0.010  0.882  0.182
H  1.519  -2.254  -0.190  0.391
H  0.226  -1.733  -1.249  0.274
H  -0.048  -2.161  0.530  0.382

***

Here is a molecular structure, C33H91N8O10V at a distorted geometry from the OMol25 dataset. Energies are from wB97M-V/def2-TZVPD.

## Properties
Expectation value of S²: 2.0347
E_HOMO (alpha / beta), eV: -6.349 / -7.472
Multiplicity: 3

Each line ends with the Mulliken charge.
CARTESIAN COORDINATES (ANGSTROEM)
O  25.065  -7.238  29.498  -0.783
V  25.491  -8.109  28.208  0.460
C  28.288  -9.415  29.978  0.018
O  27.543  -8.589  29.104  0.518
H  29.356  -9.418  29.762  -0.141
H  28.279  -9.064  31.010  -0.338
H  27.935  -10.446  29.965  0.013
C  28.565  -12.877  25.821  -1.613
C  28.956  -11.861  26.899  0.830
C  30.511  -11.791  27.214  -0.470
O  30.930  -13.069  27.674  -0.284
C  32.350  -13.360  27.684  -0.844
N  28.487  -10.586  26.383  -0.408
H  29.034  -13.801  26.160  0.394
H  29.067  -12.708  24.868  0.366
H  27.481  -12.975  25.762  0.261
H  28.354  -12.099  27.777  -0.034
H  30.660  -11.100  28.043  -0.002
H  31.244  -11.495  26.464  0.610
H  32.899  -12.617  28.262  0.225
H  32.743  -13.510  26.679  0.343
H  32.450  -14.278  28.265  0.292
H  28.666  -9.851  27.052  -0.200
H  29.116  -10.310  25.643  0.385
C  28.306  -10.987  33.906  -1.351
C  26.859  -11.438  33.967  1.435
C  26.576  -12.689  33.185  -0.884
O  25.140  -12.689  33.003  -0.390
C  24.692  -13.676  32.150  -0.549
N  26.522  -11.549  35.396  -0.893
H  28.671  -10.673  32.928  -0.164
H  29.002  -11.748  34.259  0.360
H  28.430  -10.078  34.494  0.349
H  26.287  -10.618  33.531  0.043
H  26.930  -13.545  33.760  0.572
H  27.061  -12.652  32.210  0.263
H  25.376  -14.505  31.966  0.385
H  24.623  -13.179  31.183  -0.025
H  23.718  -14.114  32.365  0.293
H  25.555  -11.842  35.403  0.280
H  26.598  -10.700  35.938  0.243
C  35.684  -8.187  29.784  -1.562
C  34.657  -9.120  30.528  0.071
C  33.166  -8.725  30.160  0.136
O  32.988  -7.374  30.597  -0.403
C  31.913  -6.725  29.916  -0.861
N  34.988  -10.498  30.141  -0.502
H  35.428  -7.128  29.829  0.329
H  35.683  -8.444  28.724  0.357
H  36.670  -8.310  30.232  0.431
H  34.834  -9.025  31.599  0.014
H  32.462  -9.343  30.716  -0.281
H  33.076  -8.805  29.076  0.694
H  32.184  -6.469  28.892  0.482
H  31.723  -5.804  30.468  0.372
H  31.003  -7.318  29.827  0.197
H  35.970  -10.685  30.285  0.256
H  34.933  -10.577  29.136  0.286
C  24.402  -12.058  26.603  -1.496
C  24.466  -10.784  27.444  0.240
C  24.517  -11.029  28.939  -0.525
O  24.575  -9.782  29.646  -0.272
C  24.530  -10.025  31.094  -0.603
N  25.579  -9.956  26.990  0.146
H  25.283  -12.641  26.871  0.271
H  24.413  -11.903  25.524  0.382
H  23.550  -12.653  26.931  0.480
H  23.553  -10.253  27.177  0.305
H  25.463  -11.530  29.143  0.174
H  23.743  -11.729  29.256  0.456
H  24.793  -9.095  31.598  0.298
H  25.267  -10.754  31.432  -0.032
H  23.579  -10.370  31.501  0.363
H  25.603  -9.898  25.981  0.350
H  26.327  -10.626  27.097  -0.420
C  32.116  -12.692  34.402  -1.455
C  32.912  -12.373  33.128  0.472
C  32.021  -12.195  31.874  0.618
O  31.370  -13.463  31.461  -0.569
C  30.263  -13.096  30.613  -0.487
N  33.629  -11.174  33.397  -0.518
H  31.308  -11.985  34.585  0.082
H  32.762  -12.847  35.267  0.414
H  31.614  -13.657  34.331  0.426
H  33.588  -13.207  32.936  0.493
H  32.586  -11.890  30.994  -0.061
H  31.218  -11.459  31.915  -0.317
H  30.424  -12.197  30.017  -0.067
H  29.480  -12.818  31.318  0.437
H  29.968  -13.892  29.929  0.439
H  34.139  -11.024  32.538  0.365
H  32.990  -10.391  33.406  -0.004
C  33.596  -7.327  36.649  -1.655
C  32.690  -8.150  35.710  0.404
C  33.054  -7.986  34.279  -0.891
O  32.146  -8.797  33.482  0.056
C  30.842  -8.346  33.153  -0.199
N  32.784  -9.524  36.117  -0.612
H  33.429  -7.360  37.726  0.404
H  33.519  -6.269  36.396  0.387
H  34.654  -7.583  36.602  0.374
H  31.622  -7.954  35.800  0.288
H  34.026  -8.405  34.020  0.178
H  32.945  -6.964  33.917  0.562
H  30.537  -9.071  32.398  -0.350
H  30.820  -7.390  32.629  0.130
H  30.235  -8.317  34.058  0.315
H  32.628  -10.157  35.346  0.051
H  33.786  -9.586  36.226  0.390
C  27.963  -3.702  31.282  -1.865
C  28.048  -5.232  31.135  1.109
C  27.311  -6.085  32.160  0.151
O  27.612  -5.781  33.488  -0.415
C  27.149  -6.798  34.441  -0.426
N  27.630  -5.533  29.782  -0.507
H  28.620  -3.220  30.558  0.421
H  28.171  -3.396  32.307  0.443
H  26.956  -3.339  31.077  0.386
H  29.127  -5.382  31.095  -0.320
H  27.401  -7.137  31.890  -0.265
H  26.241  -5.991  31.972  0.371
H  26.080  -7.005  34.390  0.364
H  27.538  -6.608  35.442  0.352
H  27.602  -7.773  34.259  -0.076
H  27.962  -6.448  29.510  -0.165
H  28.125  -4.934  29.137  0.076
C  26.767  -7.069  24.956  -1.639
C  27.444  -6.596  26.254  1.123
C  28.334  -5.347  26.051  -1.185
O  28.974  -4.997  27.291  -0.235
C  29.870  -3.882  27.160  -0.915
N  26.362  -6.344  27.216  0.253
H  26.208  -6.232  24.537  0.416
H  26.064  -7.895  25.060  0.208
H  27.596  -7.333  24.299  0.413
H  28.117  -7.372  26.619  -0.148
H  27.724  -4.511  25.707  0.436
H  29.106  -5.626  25.334  0.445
H  30.303  -3.681  28.140  0.253
H  29.384  -3.029  26.686  0.334
H  30.669  -4.137  26.465  0.357
H  26.718  -5.797  27.986  0.068
H  25.825  -5.600  26.793  0.380

***

Here is 6 unconnected molecules or ions with the total composition C37H33F3N7O10 from the OMol25 dataset. Energies are from wB97M-V/def2-TZVPD.

## Properties
E_HOMO, eV: -11.100
Charge: +1

Each line ends with the Mulliken charge.
CARTESIAN COORDINATES (ANGSTROEM)
F  2.522  2.473  0.584  -0.279
C  1.293  2.665  0.073  1.029
F  0.516  1.646  0.497  -0.257
F  1.397  2.576  -1.264  -0.282
C  0.728  4.016  0.489  -0.858
C  -0.350  3.873  1.574  -1.177
C  -1.683  3.422  1.086  0.860
C  -2.348  2.363  1.652  -0.548
C  -3.597  2.068  1.119  -0.415
N  -4.089  2.786  0.131  0.490
N  -3.496  3.801  -0.481  -0.918
C  -2.313  4.081  0.013  -0.140
H  0.329  4.549  -0.363  0.314
H  1.523  4.635  0.877  0.511
H  -0.017  3.226  2.376  0.405
H  -0.477  4.852  2.036  0.450
H  -1.949  1.797  2.474  0.469
H  -4.191  1.250  1.494  0.550
H  -5.020  2.551  -0.212  0.368
H  -1.796  4.901  -0.458  0.534
C  -8.937  3.007  4.614  -0.440
C  -7.685  3.198  4.043  -0.497
C  -7.380  2.607  2.829  -0.035
C  -8.339  1.833  2.200  0.112
C  -9.588  1.629  2.757  -0.400
C  -9.884  2.221  3.973  -0.469
N  -8.040  1.216  0.901  0.977
O  -6.924  1.377  0.418  -0.690
O  -8.908  0.578  0.369  -0.552
H  -9.174  3.474  5.560  0.390
H  -6.949  3.811  4.545  0.374
H  -6.409  2.756  2.384  0.349
H  -10.325  1.019  2.255  0.463
H  -10.857  2.072  4.420  0.388
C  3.024  -1.050  2.797  -0.614
C  1.859  -0.733  2.110  0.044
C  0.741  -1.541  2.232  -0.638
C  0.804  -2.657  3.045  -0.037
C  1.956  -2.989  3.733  -0.453
C  3.071  -2.178  3.604  -0.403
N  -0.389  -3.502  3.184  1.100
O  -1.380  -3.186  2.553  -0.640
O  -0.319  -4.463  3.918  -0.614
H  3.898  -0.421  2.699  0.411
H  1.820  0.138  1.478  0.362
H  -0.165  -1.302  1.695  0.517
H  1.990  -3.868  4.360  0.489
H  3.980  -2.428  4.132  0.407
C  3.629  -2.018  -4.336  -0.428
C  3.116  -3.215  -3.854  -0.486
C  3.199  -3.512  -2.504  -0.434
C  3.796  -2.598  -1.655  0.119
C  4.318  -1.404  -2.117  -0.391
C  4.233  -1.116  -3.469  -0.514
N  3.870  -2.904  -0.221  1.010
O  3.414  -3.962  0.155  -0.535
O  4.361  -2.074  0.516  -0.572
H  3.560  -1.789  -5.392  0.391
H  2.649  -3.918  -4.531  0.391
H  2.803  -4.442  -2.124  0.585
H  4.786  -0.706  -1.439  0.472
H  4.637  -0.187  -3.847  0.423
C  1.368  -6.997  1.629  -0.412
C  2.599  -7.207  1.022  -0.368
C  2.678  -7.923  -0.161  -0.344
C  1.513  -8.416  -0.721  -0.008
C  0.280  -8.225  -0.128  -0.312
C  0.211  -7.510  1.057  -0.534
N  1.589  -9.155  -1.991  1.022
O  2.686  -9.319  -2.481  -0.606
O  0.549  -9.546  -2.477  -0.608
H  1.309  -6.431  2.550  0.435
H  3.498  -6.806  1.469  0.383
H  3.632  -8.087  -0.638  0.465
H  -0.617  -8.622  -0.578  0.459
H  -0.747  -7.348  1.533  0.417
C  4.014  5.330  -6.163  -0.442
C  3.487  4.364  -5.315  -0.540
C  3.093  4.708  -4.033  -0.141
C  3.232  6.021  -3.622  0.045
C  3.761  6.995  -4.450  -0.506
C  4.154  6.641  -5.729  -0.430
N  2.798  6.396  -2.271  1.063
O  2.354  5.515  -1.553  -0.684
O  2.900  7.553  -1.940  -0.595
H  4.317  5.059  -7.166  0.389
H  3.380  3.344  -5.655  0.403
H  2.684  3.960  -3.369  0.569
H  3.866  8.014  -4.109  0.456
H  4.567  7.390  -6.390  0.385

***

Here is a molecular structure, C32H29CrN7O4PS2Se from the OMol25 dataset. Energies are from wB97M-V/def2-TZVPD.

## Properties
Expectation value of S²: 6.0124
E_HOMO (alpha / beta), eV: -10.493 / -10.716
Multiplicity: 5
Charge: +1
ΔE to the lowest compared entry with this formula, charge and spin, kJ/mol: 0.0

Each line ends with the Mulliken charge.
CARTESIAN COORDINATES (ANGSTROEM)
Cr  0.272  -0.482  0.758  0.593
O  -1.900  -2.323  0.357  -0.813
S  -2.476  -1.528  1.436  1.421
O  -3.185  -2.212  2.468  -0.797
O  -1.397  -0.627  1.977  -0.464
C  -3.593  -0.438  0.595  0.264
C  -4.896  -0.336  1.045  -0.583
C  -5.794  0.472  0.358  -0.676
C  -5.381  1.160  -0.770  -0.771
C  -4.068  1.057  -1.212  -0.364
C  -3.153  0.254  -0.539  -0.399
P  -1.412  0.162  -1.099  1.568
C  -1.378  -1.055  -2.445  0.331
C  -2.485  -1.823  -2.790  -0.693
C  -2.375  -2.793  -3.777  -0.704
C  -1.166  -3.000  -4.424  -0.688
C  -0.057  -2.238  -4.081  -0.881
C  -0.162  -1.276  -3.090  -0.270
C  -1.194  1.779  -1.914  0.290
C  -1.141  2.895  -1.075  -0.260
C  -0.954  4.161  -1.604  -0.603
C  -0.802  4.324  -2.977  -0.613
C  -0.848  3.220  -3.813  -0.723
C  -1.048  1.949  -3.286  -0.410
H  -5.198  -0.898  1.918  0.598
H  -6.816  0.555  0.703  0.421
H  -6.080  1.783  -1.312  0.437
H  -3.755  1.610  -2.089  0.512
H  -3.429  -1.675  -2.284  0.419
H  -3.240  -3.388  -4.040  0.425
H  -1.087  -3.754  -5.196  0.404
H  0.889  -2.396  -4.582  0.473
H  0.710  -0.689  -2.820  0.498
H  -1.250  2.767  -0.003  0.281
H  -0.929  5.022  -0.949  0.455
H  -0.654  5.312  -3.392  0.407
H  -0.739  3.344  -4.883  0.450
H  -1.096  1.095  -3.949  0.421
Se  4.510  -2.522  -1.587  0.274
N  4.910  -0.941  -2.260  -0.813
C  3.983  -0.106  -1.833  0.780
C  3.925  1.277  -2.164  -0.636
C  2.898  1.993  -1.649  -1.354
C  1.937  1.365  -0.805  -0.730
N  1.934  0.097  -0.467  1.234
C  2.961  -0.672  -0.984  -0.207
N  3.068  -1.958  -0.744  -0.146
H  4.681  1.707  -2.806  0.489
H  2.773  3.046  -1.860  0.538
H  1.139  1.970  -0.400  0.967
C  0.788  3.540  4.709  -1.037
N  0.914  2.999  3.370  -0.206
C  0.274  1.903  2.914  -0.374
N  -0.555  1.256  3.749  -0.054
O  0.478  1.505  1.744  0.313
H  1.412  4.426  4.785  0.341
H  1.116  2.825  5.466  0.333
H  -0.240  3.842  4.918  0.287
H  1.589  3.390  2.736  0.251
H  -0.809  1.642  4.640  0.207
H  -1.129  0.524  3.345  0.217
N  0.370  -3.869  -0.145  -0.188
C  1.195  -3.496  0.843  0.189
N  1.197  -2.314  1.413  0.268
C  2.236  -2.218  2.341  -0.696
C  2.538  -1.095  3.104  -0.115
C  3.621  -1.139  3.965  -0.877
C  4.404  -2.286  4.077  -0.591
C  4.114  -3.412  3.325  -0.530
C  3.031  -3.359  2.462  0.983
S  2.429  -4.597  1.395  -0.289
H  -0.528  -3.389  -0.177  0.176
H  0.363  -4.840  -0.410  0.307
H  1.924  -0.205  3.033  0.476
H  3.860  -0.271  4.565  0.435
H  5.243  -2.302  4.759  0.400
H  4.714  -4.307  3.411  0.425